Density functional theory data (the ωB97M-V functional and the def2-TZVPD basis) for a cluster of 10 separate species, C12H44N18O10 in total.

Values from the calculation:
**HOMO**: -9.28 eV
**Multiplicity**: 1
**E_tot**: -2221.7216 a.u.
**Energy above the lowest of the compared OMol25 structures with the same formula, charge and spin**: 205.25 kcal per mole
**SMILES**: NC(N)=O.NC(N)=O.NC(N)=O.NC(N)=O.NC(N)=O.NC(N)=O.NC(N)=O.NC(N)=O.NC(N)=O.CC(C)O
**LUMO energy**: -0.01 eV

```
84
Properties=species:S:1:pos:R:3:mulliken_charge:R:1
N -10.438 -1.193 3.059 -0.36
C -9.376 -0.661 2.562 0.59
N -8.330 -0.971 3.315 -0.42
O -9.376 -0.196 1.447 -0.62
H -10.646 -1.551 3.981 0.17
H -11.195 -1.291 2.398 0.21
H -7.433 -0.714 2.927 0.23
H -8.264 -0.960 4.323 0.21
N 3.410 -1.749 -7.814 -0.36
C 4.080 -2.277 -8.803 0.66
N 3.763 -3.553 -8.735 -0.35
O 4.841 -1.741 -9.663 -0.67
H 2.765 -2.301 -7.267 0.18
H 3.320 -0.743 -7.806 0.22
H 3.122 -3.902 -8.038 0.13
H 4.153 -4.268 -9.334 0.20
N 7.285 -2.395 0.394 -0.43
C 6.517 -1.668 -0.275 0.58
N 6.174 -2.336 -1.299 -0.46
O 6.288 -0.515 -0.039 -0.65
H 7.361 -2.272 1.394 0.27
H 7.109 -3.337 0.073 0.24
H 6.876 -2.956 -1.678 0.22
H 5.577 -1.797 -1.909 0.23
N 2.058 5.579 6.135 -0.45
C 1.115 5.500 5.182 0.64
N 0.288 4.578 5.490 -0.36
O 0.999 6.158 4.149 -0.65
H 2.882 5.929 5.666 0.22
H 1.886 5.447 7.121 0.22
H -0.588 4.507 4.991 0.22
H 0.410 4.088 6.364 0.15
N 6.584 5.564 -1.518 -0.39
C 5.389 5.958 -1.312 0.65
N 4.657 5.122 -0.718 -0.39
O 5.048 7.073 -1.415 -0.64
H 7.259 6.195 -1.925 0.21
H 6.901 4.686 -1.131 0.16
H 5.037 4.245 -0.392 0.16
H 3.822 5.499 -0.294 0.23
N -3.411 -0.055 9.847 -0.41
C -2.643 -0.062 8.803 0.65
N -3.033 -0.777 7.805 -0.34
O -1.670 0.615 8.831 -0.65
H -2.938 0.331 10.652 0.24
H -4.192 -0.696 9.843 0.16
H -3.806 -1.395 8.008 0.15
H -2.675 -0.703 6.863 0.22
N -0.676 -2.020 -0.417 -0.40
C -0.662 -1.114 0.606 0.63
N 0.373 -0.285 0.550 -0.40
O -1.567 -1.028 1.443 -0.66
H -1.352 -2.768 -0.368 0.22
H 0.124 -2.136 -1.023 0.17
H 1.105 -0.494 -0.114 0.20
H 0.472 0.123 1.469 0.24
N -2.177 -6.642 -7.886 -0.37
C -1.961 -5.535 -7.249 0.62
N -2.973 -4.676 -7.380 -0.45
O -0.831 -5.363 -6.718 -0.67
H -3.098 -6.826 -8.257 0.19
H -1.509 -7.397 -7.952 0.22
H -2.921 -3.834 -6.824 0.23
H -3.428 -4.512 -8.266 0.23
N 5.134 0.071 6.987 -0.39
C 4.717 -1.009 6.431 0.67
N 3.421 -1.185 6.375 -0.39
O 5.482 -1.769 5.856 -0.68
H 4.408 0.706 7.289 0.17
H 6.138 0.171 7.019 0.23
H 3.095 -2.049 5.965 0.22
H 2.803 -0.644 6.963 0.17
C -3.609 2.794 -3.871 -1.13
C -4.180 1.444 -4.367 0.55
C -5.403 1.438 -5.268 -1.39
O -3.264 0.810 -5.249 -0.55
H -2.551 3.037 -3.967 0.38
H -3.849 2.714 -2.811 0.30
H -4.161 3.641 -4.278 0.27
H -4.263 0.798 -3.493 0.21
H -6.280 1.662 -4.660 0.37
H -5.653 0.492 -5.749 0.35
H -5.446 2.171 -6.074 0.33
H -2.422 1.176 -4.970 0.31
```